Density functional theory data (ωB97M-V/def2-TZVPD) for a 17-piece molecular cluster, C84H217N15O26 overall in a non-equilibrium geometry.

Summary:
- Total energy: -166193.132 eV
- LUMO: 0.352 eV
- Energy above the lowest of the compared OMol25 structures with the same formula, charge and spin: 35.7 kJ/mol
- Largest force on an atom: 0.059 hartree/bohr

XYZ file:
```
342
Properties=species:S:1:pos:R:3:forces:R:3
C -1.652 5.356 -2.669 0.1 0.5 -0.9
C -1.723 4.350 -1.525 -1.4 -0.2 -0.8
C -3.167 4.148 -0.951 -0.4 0.3 -0.3
O -4.097 3.954 -2.025 0.8 -0.1 -0.4
C -5.357 3.428 -1.723 0.0 -0.2 0.7
N -1.214 3.078 -2.022 0.7 0.1 0.2
H -2.272 6.241 -2.520 0.2 0.1 0.2
H -1.879 4.998 -3.673 -1.0 -0.7 0.2
H -0.632 5.637 -2.929 0.3 0.4 1.0
H -1.103 4.756 -0.726 0.1 -0.4 0.2
H -3.567 4.937 -0.314 0.3 0.8 -0.1
H -3.147 3.313 -0.250 0.0 -0.7 -0.3
H -6.040 4.152 -1.277 0.0 0.4 0.2
H -5.264 2.612 -1.006 0.0 -0.3 0.1
H -5.863 3.055 -2.614 0.4 0.0 -0.2
H -1.858 2.632 -2.660 -0.3 0.3 -0.2
H -1.068 2.406 -1.282 0.0 -0.2 0.4
C 2.172 -4.701 -2.122 0.8 0.4 -0.8
C 1.853 -4.231 -3.577 -0.4 0.6 1.2
C 2.417 -5.134 -4.686 -0.9 0.2 1.2
O 3.819 -5.268 -4.523 -0.5 -0.8 -1.6
C 4.357 -5.986 -5.664 0.8 0.4 1.2
N 0.380 -4.092 -3.661 0.1 -0.6 -0.8
H 3.239 -4.652 -1.905 0.2 -0.4 -0.4
H 1.837 -5.723 -1.950 -0.2 0.1 0.1
H 1.810 -4.016 -1.355 -0.8 0.0 -0.2
H 2.299 -3.250 -3.742 0.4 0.3 0.2
H 2.138 -4.734 -5.661 0.2 0.3 -0.3
H 1.869 -6.072 -4.599 0.3 -0.6 0.0
H 4.002 -7.009 -5.787 -0.5 0.0 0.3
H 5.418 -6.058 -5.428 0.1 0.0 -0.3
H 4.228 -5.462 -6.611 -0.2 0.3 0.0
H 0.007 -3.457 -2.970 0.7 -0.2 0.7
H 0.121 -3.584 -4.494 0.2 -0.2 -0.7
C -7.439 0.652 3.446 0.6 0.0 0.1
C -7.703 1.048 1.992 0.0 1.3 1.5
C -7.130 2.491 1.689 -1.1 -1.6 0.0
O -7.629 3.450 2.595 0.9 1.1 0.0
C -7.223 4.789 2.209 -0.5 -0.4 -0.3
N -7.148 0.026 1.143 1.0 0.8 -0.5
H -6.384 0.429 3.605 0.4 -0.1 -0.5
H -7.947 -0.286 3.667 -0.3 0.1 0.3
H -7.592 1.432 4.192 -0.8 0.0 -0.1
H -8.778 1.072 1.817 -0.4 0.4 0.3
H -7.524 2.758 0.708 0.4 0.1 -0.5
H -6.044 2.400 1.703 0.3 0.3 -0.1
H -7.674 5.532 2.867 -0.1 -0.4 0.2
H -7.547 5.021 1.195 -0.4 -0.2 -0.2
H -6.154 4.991 2.154 0.4 -0.6 0.5
H -7.212 0.416 0.214 0.2 -0.2 -0.6
H -7.821 -0.727 1.125 -0.1 -0.3 -0.2
C 3.035 8.492 -4.642 0.9 0.6 0.6
C 2.065 7.693 -3.776 -1.2 0.3 -0.2
C 2.703 7.028 -2.537 -1.3 -0.4 1.3
O 1.646 6.536 -1.607 0.6 -0.3 -0.7
C 2.125 5.733 -0.501 -0.9 1.0 -0.5
N 0.872 8.559 -3.399 1.6 -1.1 -0.3
H 2.553 9.213 -5.302 -0.4 -0.4 -0.1
H 3.812 7.972 -5.202 -0.5 -0.7 -0.2
H 3.666 9.129 -4.022 -0.1 0.2 0.5
H 1.581 6.923 -4.377 0.2 -0.2 -0.1
H 3.245 7.778 -1.961 0.5 0.0 -0.1
H 3.290 6.136 -2.754 0.5 0.3 -0.4
H 2.622 6.394 0.209 0.7 -0.3 0.0
H 2.658 4.828 -0.793 0.5 0.3 -0.2
H 1.258 5.368 0.048 -0.3 0.1 -0.2
H 1.228 9.367 -2.909 0.0 0.3 0.3
H 0.468 7.951 -2.700 -0.8 0.3 0.4
C -7.045 -4.274 6.118 -0.5 -0.4 1.1
C -6.912 -2.916 5.412 0.1 -2.3 0.7
C -6.419 -1.834 6.302 0.1 0.9 0.4
O -7.289 -1.538 7.394 0.7 -0.3 -0.1
C -8.189 -0.470 7.290 -0.5 -0.4 -0.7
N -5.913 -3.205 4.408 0.1 0.1 -0.8
H -6.114 -4.629 6.560 0.4 0.4 -0.2
H -7.381 -5.100 5.490 -0.1 0.2 -0.5
H -7.723 -4.283 6.971 -0.3 0.4 -0.1
H -7.876 -2.672 4.967 -0.3 0.4 0.1
H -6.196 -1.052 5.576 -0.5 1.2 0.4
H -5.434 -2.015 6.732 0.0 -0.6 0.1
H -7.690 0.479 7.093 0.0 0.2 0.3
H -8.823 -0.470 8.177 0.5 0.3 0.3
H -8.902 -0.652 6.486 -0.1 0.1 -0.5
H -5.778 -2.449 3.752 0.1 0.6 -0.1
H -6.372 -3.908 3.847 0.4 -0.5 -0.5
C -9.915 -3.878 2.063 1.6 0.3 0.3
C -8.668 -2.986 1.684 -1.9 -0.7 0.3
C -7.528 -3.776 1.061 0.5 -1.0 -0.1
O -7.022 -4.790 1.959 -0.3 0.1 -0.1
C -5.965 -5.597 1.388 -0.6 0.4 0.2
N -9.254 -1.936 0.834 1.1 0.4 -0.4
H -10.342 -4.302 1.154 0.2 -0.3 0.0
H -10.690 -3.232 2.473 0.1 -0.1 0.3
H -9.592 -4.637 2.776 -0.4 -0.2 0.0
H -8.223 -2.497 2.550 -0.3 0.1 0.4
H -6.660 -3.162 0.819 -0.2 0.5 -0.4
H -7.905 -4.294 0.180 0.1 0.1 -0.5
H -6.287 -6.087 0.469 -0.1 0.0 -0.1
H -5.716 -6.375 2.110 -0.1 0.2 0.1
H -5.071 -5.010 1.177 0.1 0.2 0.0
H -10.061 -1.537 1.292 0.0 -0.1 0.0
H -9.543 -2.256 -0.079 0.0 -0.3 0.0
C -0.346 -4.418 5.511 -0.9 0.1 -0.8
C -1.865 -4.766 5.754 1.6 2.2 0.7
C -2.828 -4.704 4.601 0.5 -0.6 -1.4
O -1.876 -5.999 6.376 -0.3 -1.6 0.3
H -0.134 -3.351 5.584 -0.4 0.0 -0.1
H -0.069 -4.701 4.495 0.1 -0.2 -0.1
H 0.361 -4.892 6.191 -0.5 -0.3 0.2
H -2.234 -4.056 6.494 0.0 0.5 0.2
H -3.866 -4.820 4.914 0.1 0.1 0.0
H -2.561 -5.480 3.883 -0.2 -0.6 0.2
H -2.758 -3.857 3.918 0.0 0.7 0.6
H -2.804 -6.184 6.538 -0.1 -0.4 0.2
C -1.085 -0.147 -3.253 0.0 -0.2 0.4
C -1.344 -1.210 -2.165 -1.5 -0.1 -1.4
C -2.271 -2.339 -2.687 -0.5 1.3 0.9
O -0.176 -1.861 -1.858 1.9 -0.7 0.7
H -1.998 0.240 -3.706 -0.1 0.2 0.2
H -0.490 -0.544 -4.075 0.0 -0.3 0.0
H -0.510 0.661 -2.801 -0.1 0.2 -0.1
H -1.673 -0.748 -1.234 -0.8 0.2 -0.2
H -1.779 -2.799 -3.544 -0.4 -0.1 0.0
H -3.250 -1.920 -2.921 0.0 0.1 -0.6
H -2.530 -3.045 -1.898 0.6 -0.3 0.0
H 0.357 -1.258 -1.334 0.4 0.1 0.2
C 1.622 3.082 -3.763 -1.2 1.0 -1.2
O 2.039 3.273 -5.145 0.9 -0.4 1.0
C 3.036 4.271 -5.383 -1.0 0.7 -0.7
C 3.409 4.268 -6.892 -1.2 -0.4 1.3
N 2.311 4.654 -7.766 0.5 0.7 -1.4
C 2.583 4.429 -9.223 -0.5 0.6 1.1
C 3.634 5.386 -9.880 -2.4 -1.6 0.8
O 3.160 6.711 -9.799 0.4 -1.0 1.4
C 3.997 7.611 -10.436 -0.1 0.8 -1.0
H 0.878 2.287 -3.795 0.4 -0.3 0.1
H 1.016 3.934 -3.455 0.1 0.3 0.1
H 2.352 2.941 -2.966 0.7 -0.3 -0.5
H 3.900 4.204 -4.721 0.3 -0.6 -0.1
H 2.627 5.256 -5.156 -0.3 0.2 0.1
H 3.708 3.235 -7.066 0.6 -0.2 -0.4
H 4.212 4.995 -7.017 0.3 -0.3 -0.1
H 1.363 4.388 -7.537 0.4 -0.3 0.4
H 1.639 4.512 -9.761 -0.1 0.3 0.1
H 2.883 3.391 -9.367 0.5 -0.2 -0.2
H 3.611 5.043 -10.915 0.6 0.1 -0.3
H 4.552 5.101 -9.366 0.6 0.9 -0.2
H 5.031 7.275 -10.502 0.1 -0.1 -0.1
H 3.984 8.601 -9.980 -0.1 -0.1 0.5
H 3.558 7.762 -11.422 0.5 0.1 -0.5
C 12.501 1.901 0.803 0.1 -1.9 -0.3
O 11.194 1.313 0.740 0.1 1.4 -0.3
C 10.427 1.588 1.916 -0.6 -0.3 -1.0
C 9.946 3.059 1.951 0.8 -0.1 1.0
N 9.206 3.500 0.775 -0.1 -0.9 0.4
C 7.967 2.769 0.596 -1.8 0.1 -0.9
C 7.061 3.380 -0.513 0.8 -0.7 0.1
O 6.027 2.436 -0.725 -1.4 0.7 -1.3
C 5.097 2.879 -1.767 0.2 -0.5 0.9
H 12.642 2.980 0.735 -0.6 0.1 0.4
H 13.051 1.485 -0.041 -0.1 0.0 -0.1
H 12.926 1.425 1.686 0.6 0.7 0.3
H 10.987 1.204 2.769 0.1 0.6 0.5
H 9.592 0.895 1.811 -0.3 0.2 0.2
H 10.813 3.713 2.039 0.2 0.0 -0.1
H 9.416 3.278 2.878 -0.4 -0.3 0.0
H 9.812 3.159 0.043 0.1 0.3 -0.7
H 7.325 2.656 1.470 0.4 0.8 0.5
H 8.039 1.721 0.305 0.7 -0.2 -0.3
H 7.621 3.439 -1.446 0.4 0.2 -0.2
H 6.689 4.383 -0.304 -0.1 0.1 0.4
H 5.554 3.193 -2.706 0.6 -0.2 0.0
H 4.482 3.721 -1.449 0.1 0.2 0.4
H 4.408 2.063 -1.986 0.2 -0.2 0.1
C 3.481 8.454 2.555 0.2 0.4 -0.9
O 2.331 7.643 2.741 1.2 0.1 -0.1
C 1.349 8.284 3.515 -0.7 -0.8 -0.1
C 0.081 7.378 3.578 0.2 0.7 0.4
N -0.008 6.468 4.751 -0.1 0.0 -0.4
C 1.179 5.604 4.930 -0.6 1.5 -0.6
C 1.393 4.656 3.759 -0.7 -1.4 1.5
O 0.298 3.640 3.675 1.2 2.5 -1.3
C 0.274 2.596 4.598 -0.2 0.0 0.6
H 3.256 9.295 1.899 -0.3 0.1 -0.3
H 4.287 7.901 2.074 -0.3 -0.4 0.0
H 3.942 8.954 3.407 -0.4 -0.5 0.8
H 1.077 9.252 3.096 -0.1 0.1 -0.4
H 1.798 8.521 4.479 -0.4 -0.2 0.5
H -0.146 6.872 2.640 1.0 -0.3 -0.5
H -0.746 8.087 3.527 -0.3 0.0 1.0
H -0.738 5.811 4.516 -0.2 0.2 0.3
H 1.121 5.111 5.901 -0.1 -0.1 -0.1
H 1.951 6.372 4.977 0.8 -0.7 0.1
H 2.310 4.112 3.984 0.3 -0.1 -0.5
H 1.452 5.257 2.851 -0.1 -0.6 -0.2
H -0.703 2.642 5.081 -0.2 -0.5 0.0
H 0.988 2.682 5.417 0.4 0.1 0.0
H 0.440 1.650 4.083 -0.1 -0.2 0.1
C 3.813 -1.841 -5.867 0.0 1.4 -0.8
O 2.739 -1.375 -6.687 -1.6 0.1 0.0
C 2.124 -0.153 -6.214 0.3 -0.2 0.5
C 0.868 0.291 -6.985 0.3 -0.4 -0.5
N -0.176 -0.700 -6.925 -1.4 0.2 0.2
C -1.455 -0.198 -7.517 -0.1 -1.8 0.1
C -2.529 -1.310 -7.291 0.1 -1.1 0.7
O -2.483 -2.487 -8.123 -0.3 1.1 0.1
C -3.277 -2.357 -9.291 1.1 -1.0 -0.2
H 4.023 -2.906 -5.964 -0.5 0.1 -0.2
H 3.644 -1.584 -4.821 0.0 -0.1 0.1
H 4.636 -1.262 -6.286 0.8 -0.2 0.7
H 2.860 0.642 -6.097 0.3 0.3 -0.8
H 1.858 -0.275 -5.164 -0.6 -0.5 0.3
H 1.019 0.492 -8.046 0.9 0.3 -0.3
H 0.433 1.214 -6.600 0.5 0.1 0.5
H 0.132 -1.507 -7.449 -0.1 -0.3 0.0
H -1.355 0.042 -8.575 0.0 0.0 -0.4
H -1.799 0.725 -7.050 0.2 -0.1 0.4
H -3.582 -1.038 -7.216 0.0 0.9 -0.4
H -2.327 -1.750 -6.315 0.3 0.3 0.3
H -2.916 -1.490 -9.846 -0.3 -0.1 -0.4
H -4.362 -2.373 -9.188 -0.1 0.6 0.7
H -3.078 -3.305 -9.791 0.2 0.3 -0.6
C 2.387 -8.908 0.957 -0.3 0.9 -0.2
O 2.842 -7.767 1.713 -0.9 0.1 -0.1
C 1.890 -6.651 1.645 0.9 -0.2 0.7
C 2.453 -5.401 2.394 0.0 -0.7 -1.2
N 3.446 -4.681 1.581 -0.1 -0.4 -0.5
C 3.666 -3.313 1.943 -1.1 1.1 1.1
C 2.494 -2.317 1.713 1.1 -0.1 -0.5
O 1.398 -2.418 2.597 1.7 -1.6 0.8
C 0.412 -1.503 2.410 -1.2 1.3 -0.7
H 2.475 -8.675 -0.105 0.3 -0.2 -0.2
H 1.330 -9.136 1.087 -0.3 0.3 0.5
H 2.905 -9.835 1.200 0.5 0.5 0.2
H 0.963 -6.956 2.130 -0.1 -0.2 0.2
H 1.649 -6.418 0.608 0.2 0.1 -0.2
H 2.801 -5.747 3.367 0.3 0.0 0.2
H 1.653 -4.685 2.584 -0.2 -0.2 -0.1
H 4.357 -5.117 1.575 -0.2 -0.5 0.0
H 4.513 -2.870 1.418 0.0 -0.3 -0.4
H 3.964 -3.251 2.990 0.0 0.3 0.5
H 2.211 -2.367 0.662 -0.6 -0.5 -0.1
H 2.948 -1.328 1.779 0.0 0.4 0.4
H 0.790 -0.546 2.052 0.3 0.2 -0.1
H -0.138 -1.277 3.324 0.1 -0.4 0.2
H -0.303 -1.848 1.663 -0.3 0.0 -0.2
C -2.967 4.692 3.797 0.5 -0.7 1.4
O -3.380 3.919 4.977 -0.1 -0.4 -1.4
C -4.406 2.898 4.753 0.8 0.8 -0.5
C -4.511 1.932 5.940 -0.2 1.8 0.7
N -3.418 1.078 6.292 -0.4 0.7 0.4
C -3.012 0.231 5.242 0.6 -1.3 -0.3
C -2.007 -0.732 5.776 0.5 -0.8 -0.3
O -0.857 -0.025 6.185 -0.1 0.6 0.5
C 0.049 -0.801 6.915 0.8 -0.2 -0.1
H -2.374 4.160 3.054 -0.2 -0.8 0.1
H -2.227 5.363 4.233 -0.8 0.4 -0.2
H -3.741 5.219 3.238 -0.4 0.1 0.5
H -4.198 2.366 3.825 0.1 -0.1 -0.3
H -5.324 3.471 4.621 -0.5 -0.4 0.0
H -5.431 1.352 5.870 -0.1 -0.1 -0.3
H -4.664 2.621 6.770 -0.2 -0.1 0.4
H -2.635 1.570 6.698 0.0 0.2 -0.1
H -2.605 0.726 4.361 -0.1 0.1 -0.4
H -3.835 -0.440 4.993 -0.4 0.3 -0.6
H -1.730 -1.503 5.057 0.1 0.1 -0.6
H -2.511 -1.326 6.538 0.3 0.3 0.9
H 0.949 -0.264 7.213 -0.3 0.8 -0.2
H 0.460 -1.570 6.262 -0.3 -0.6 0.2
H -0.363 -1.171 7.855 -0.3 -0.4 -0.1
C 10.694 -3.679 0.462 0.2 -0.6 0.3
O 9.793 -3.545 1.576 1.4 -1.5 -1.4
C 9.215 -2.309 1.546 -1.5 1.4 0.6
C 8.199 -2.259 2.689 0.2 0.7 1.1
N 7.630 -0.913 2.991 0.2 -0.7 -1.1
C 6.644 -0.568 1.971 -0.8 1.8 0.6
C 5.760 0.657 2.326 -0.4 -0.5 -0.4
O 4.615 0.265 3.130 0.1 1.2 0.7
C 3.947 1.401 3.767 1.1 -0.1 -0.6
H 11.291 -4.583 0.587 -0.1 0.0 0.4
H 11.375 -2.834 0.361 0.0 0.2 0.4
H 10.230 -3.792 -0.518 -0.7 0.1 0.1
H 8.688 -2.121 0.611 0.1 0.1 -0.4
H 9.984 -1.549 1.685 0.0 0.4 0.0
H 8.760 -2.585 3.565 -0.1 0.0 0.2
H 7.381 -2.968 2.565 0.0 -0.3 -0.4
H 7.176 -0.940 3.893 -0.1 -0.1 0.1
H 5.901 -1.320 1.707 0.1 -0.6 0.1
H 7.137 -0.280 1.043 0.3 -0.1 0.0
H 5.428 1.038 1.360 -0.5 0.1 -0.2
H 6.310 1.502 2.741 0.2 -0.2 0.7
H 3.150 1.129 4.459 0.0 -0.7 -0.4
H 3.578 2.120 3.036 -0.4 -0.2 -0.4
H 4.639 2.004 4.355 0.5 -0.2 0.2
C 2.613 -0.524 -1.349 0.0 -0.5 0.7
O 1.697 0.053 -0.426 -0.1 0.4 0.1
C 1.546 1.484 -0.466 -0.5 -0.1 -0.3
C 0.561 1.871 0.644 1.3 -0.2 -0.3
N -0.673 1.216 0.335 -1.5 -0.7 0.6
C -1.708 1.447 1.377 0.1 -0.4 -0.3
C -3.027 0.587 1.215 1.7 -0.6 -0.3
O -2.756 -0.795 1.636 -0.7 0.7 0.1
C -3.912 -1.645 1.420 0.4 0.9 0.2
H 3.637 -0.297 -1.052 0.2 0.4 -0.4
H 2.373 -0.335 -2.396 0.1 0.5 -0.1
H 2.517 -1.601 -1.215 0.0 -0.1 -0.1
H 1.104 1.734 -1.431 0.0 0.2 -0.1
H 2.488 2.026 -0.377 0.3 -0.2 0.2
H 0.445 2.944 0.796 -0.2 0.2 -0.6
H 1.027 1.584 1.587 -0.1 -0.5 0.5
H -0.485 0.225 0.299 0.0 -0.3 0.0
H -1.821 2.530 1.329 -1.0 0.1 0.1
H -1.242 1.312 2.354 -0.3 -0.5 0.4
H -3.291 0.546 0.158 0.0 0.1 -0.3
H -3.900 1.015 1.709 0.1 0.0 0.5
H -3.778 -2.663 1.788 0.8 0.1 -0.1
H -4.126 -1.653 0.352 -0.3 -0.1 -0.1
H -4.771 -1.280 1.983 -0.2 0.4 -0.2
C -1.578 -4.952 1.219 -1.1 -0.1 -0.5
O -2.175 -5.728 0.169 -0.1 1.2 -0.3
C -1.309 -5.836 -0.967 -0.5 0.4 0.9
C -2.049 -6.415 -2.156 1.6 -0.3 0.9
N -2.469 -7.773 -1.844 0.2 0.4 -0.1
C -3.220 -8.326 -2.945 -1.2 -0.4 -0.4
C -4.731 -7.899 -2.880 1.4 -0.4 -0.3
O -5.318 -8.299 -1.667 -0.6 0.9 0.7
C -5.425 -9.671 -1.356 1.2 0.4 -0.1
H -0.872 -4.172 0.936 0.7 -0.5 -0.7
H -1.179 -5.673 1.933 0.1 0.5 0.4
H -2.373 -4.289 1.560 -0.2 -0.6 0.9
H -0.496 -6.417 -0.530 0.5 -0.4 -1.1
H -0.948 -4.849 -1.255 0.2 0.1 0.1
H -1.270 -6.388 -2.919 -0.3 -0.2 -0.5
H -2.872 -5.756 -2.433 -0.1 0.3 -0.1
H -3.056 -7.616 -1.038 -0.3 -0.7 0.3
H -3.185 -9.413 -3.019 0.2 -0.2 0.5
H -2.712 -8.017 -3.858 -0.4 0.3 -0.2
H -5.344 -8.250 -3.710 0.2 -0.1 -0.4
H -4.695 -6.809 -2.892 -0.5 0.0 0.2
H -4.452 -10.114 -1.566 -0.1 -0.6 -0.1
H -6.220 -10.185 -1.897 -0.1 0.0 0.0
H -5.539 -9.716 -0.273 -0.4 -0.1 -0.1
```
Forces are in eV/Å.

Atomic partial charges in e from the Löwdin method, atoms 1 to 6: atom 1 (C): -0.063, atom 2 (C): -0.377, atom 3 (C): -0.168, atom 4 (O): -0.184, atom 5 (C): -0.116, atom 6 (N): 0.069